1) {
  "formula": "BrH10LiO5",
  "method": "the ωB97M-V functional and the def2-TZVPD basis",
  "mol_weight_g_mol": 176.92,
  "orbital_gap_ev": 8.29,
  "e_homo_ev": -10.208,
  "symbols": ["Li", "Br", "O", "H", "H", "O", "H", "H", "O", "H", "H", "O", "H", "H", "O", "H", "H"],
  "xyz": [[-0.9803, 2.8745, -0.8429], [0.0444, 0.4045, -0.3009], [3.5462, 1.0439, -0.3075], [4.0576, 0.7157, -1.0298], [2.5716, 0.8466, -0.4709], [1.6846, -2.0795, -1.7758], [1.4804, -2.8675, -1.1167], [1.2698, -1.4471, -1.2367], [-2.5199, -0.8393, -2.3272], [-3.2813, -0.6894, -1.8179], [-1.7268, -0.5175, -2.0352], [-2.4149, 0.2726, 2.0105], [-1.7302, 0.0075, 1.3088], [-3.0447, 0.1993, 1.3430], [0.5855, 1.0006, 2.9815], [-0.0714, 0.5367, 3.4048], [0.5292, 0.5384, 2.2128]]
}



2) {
  "formula": "BrH10LiO5",
  "method": "the ωB97M-V functional and the def2-TZVPD basis",
  "mol_weight_g_mol": 176.92,
  "orbital_gap_ev": 8.21,
  "e_homo_ev": -10.112,
  "symbols": ["Li", "Br", "O", "H", "H", "O", "H", "H", "O", "H", "H", "O", "H", "H", "O", "H", "H"],
  "xyz": [[3.3557, -0.0409, -0.9417], [0.7394, -0.0619, -0.7768], [1.4204, -2.8936, 0.8414], [1.2989, -2.4423, 1.6767], [1.2726, -2.2178, 0.1798], [-1.8119, -0.5480, 1.5740], [-1.1869, -1.2086, 1.8729], [-1.7758, -0.5985, 0.6188], [1.6529, 2.0349, 1.9913], [1.0618, 1.5020, 1.4594], [2.3980, 1.4613, 2.1700], [-1.3088, 2.5418, -0.4515], [-1.0574, 1.6360, -0.6319], [-1.2834, 2.6124, 0.5028], [-1.6020, -0.3939, -3.6981], [-1.9788, -1.2543, -3.5134], [-1.1947, -0.1283, -2.8736]]
}



Least stable = 1)



1) {
  "formula": "C34H33AsN7S6SbTcTe",
  "method": "the ωB97M-V functional and the def2-TZVPD basis",
  "mol_weight_g_mol": 1154.37,
  "orbital_gap_ev": 5.66,
  "e_homo_ev": -15.812,
  "total_charge": 3,
  "symbols": ["Tc", "N", "C", "N", "C", "N", "C", "C", "N", "C", "C", "N", "H", "H", "H", "H", "H", "S", "As", "S", "S", "S", "N", "C", "N", "C", "C", "C", "C", "C", "H", "H", "H", "H", "H", "H", "H", "H", "H", "H", "S", "Sb", "C", "C", "C", "C", "C", "C", "C", "C", "C", "C", "C", "C", "C", "C", "C", "C", "C", "C", "H", "H", "H", "H", "H", "H", "H", "H", "H", "H", "H", "H", "H", "H", "H", "Te", "C", "C", "C", "C", "S", "H", "H", "H"],
  "xyz": [[-0.3079, 0.4724, 1.1340], [-2.6453, 3.6481, 2.8253], [-1.4848, 2.9977, 2.8505], [-1.5438, 2.0225, 1.9619], [-2.7926, 2.1407, 1.4174], [-3.4871, 3.1191, 1.9215], [-3.1961, 1.2142, 0.3738], [-4.4671, 1.1844, -0.1783], [-4.7768, 0.3275, -1.1388], [-3.8208, -0.4943, -1.5591], [-2.5552, -0.4964, -0.9918], [-2.2460, 0.3525, -0.0202], [-2.9317, 4.4411, 3.3796], [-0.6517, 3.2241, 3.4973], [-5.2401, 1.8574, 0.1764], [-4.0662, -1.1775, -2.3576], [-1.7986, -1.1942, -1.3133], [0.8641, -0.3173, -3.2316], [1.7799, 0.4766, -1.3335], [1.0381, -1.1422, 0.0922], [0.3702, 1.9491, -0.5394], [3.7674, 0.8363, -1.2045], [-1.2584, -1.0012, 2.0909], [-1.7968, -1.9236, 2.5534], [-2.3676, -2.9719, 3.0433], [-1.7333, -4.3052, 2.8439], [-0.9046, -4.6384, 4.0799], [-1.7801, -4.5744, 5.3394], [-2.4738, -3.2127, 5.4738], [-3.2811, -2.8988, 4.2195], [-1.1234, -4.2724, 1.9425], [-2.5327, -5.0313, 2.7017], [-0.0837, -3.9159, 4.1541], [-0.4716, -5.6333, 3.9666], [-1.1701, -4.7614, 6.2219], [-2.5367, -5.3631, 5.2882], [-1.7333, -2.4223, 5.6335], [-3.1453, -3.2184, 6.3341], [-3.7352, -1.9121, 4.2579], [-4.0602, -3.6449, 4.0713], [1.1712, 1.0199, 2.7622], [3.4533, 0.2473, 2.8913], [3.6580, 0.3742, 4.9802], [4.9563, 0.2690, 5.4805], [5.1594, 0.3316, 6.8506], [4.0785, 0.4988, 7.7063], [2.7896, 0.6000, 7.1980], [2.5694, 0.5375, 5.8288], [4.6287, 1.7156, 1.9650], [4.1791, 3.0271, 2.0450], [4.9812, 4.0337, 1.5286], [6.2082, 3.7250, 0.9534], [6.6439, 2.4079, 0.8866], [5.8537, 1.3852, 1.3942], [3.6998, -1.7788, 2.4040], [4.6928, -2.1917, 1.5199], [4.9589, -3.5513, 1.4075], [4.2287, -4.4689, 2.1513], [3.2143, -4.0407, 3.0031], [2.9502, -2.6872, 3.1455], [5.8036, 0.1421, 4.8137], [6.1639, 0.2509, 7.2462], [4.2418, 0.5527, 8.7744], [1.9509, 0.7305, 7.8696], [1.5649, 0.6217, 5.4377], [3.2286, 3.2698, 2.5039], [4.6505, 5.0625, 1.5842], [6.8321, 4.5160, 0.5586], [7.6031, 2.1695, 0.4461], [6.2073, 0.3639, 1.3500], [5.2519, -1.4795, 0.9280], [5.7496, -3.8867, 0.7472], [4.4556, -5.5246, 2.0729], [2.6464, -4.7645, 3.5749], [2.1852, -2.3447, 3.8333], [1.0951, -2.3880, -2.1067], [-0.2237, -3.5062, -3.2213], [0.1532, -4.5680, -4.0102], [-0.9592, -5.3204, -4.4495], [-2.1404, -4.8575, -3.9480], [-1.9258, -3.4825, -2.9688], [1.1735, -4.7737, -4.3116], [-0.8850, -6.1700, -5.1155], [-3.1321, -5.2519, -4.1200]]
}



2) {
  "formula": "C34H33AsN7S6SbTcTe",
  "method": "the ωB97M-V functional and the def2-TZVPD basis",
  "mol_weight_g_mol": 1154.37,
  "orbital_gap_ev": [5.87, 5.86],
  "e_homo_ev": [-15.031, -15.018],
  "total_charge": 3,
  "symbols": ["Tc", "N", "C", "N", "C", "N", "C", "C", "N", "C", "C", "N", "H", "H", "H", "H", "H", "S", "As", "S", "S", "S", "N", "C", "N", "C", "C", "C", "C", "C", "H", "H", "H", "H", "H", "H", "H", "H", "H", "H", "S", "Sb", "C", "C", "C", "C", "C", "C", "C", "C", "C", "C", "C", "C", "C", "C", "C", "C", "C", "C", "H", "H", "H", "H", "H", "H", "H", "H", "H", "H", "H", "H", "H", "H", "H", "Te", "C", "C", "C", "C", "S", "H", "H", "H"],
  "xyz": [[1.1438, 0.9049, 0.6637], [5.1089, 2.1218, -0.1902], [4.2463, 1.8349, 0.7731], [3.0537, 1.6740, 0.2136], [3.2793, 1.8877, -1.1233], [4.5175, 2.1574, -1.4109], [2.1073, 1.9200, -1.9983], [2.1226, 2.2770, -3.3336], [0.9936, 2.4242, -4.0228], [-0.1414, 2.2676, -3.3517], [-0.1691, 1.8928, -2.0155], [0.9599, 1.6736, -1.3443], [6.0978, 2.3141, -0.1077], [4.4908, 1.7524, 1.8211], [3.0629, 2.4537, -3.8433], [-1.0656, 2.4414, -3.8897], [-1.0980, 1.7643, -1.4824], [-1.8433, 0.3637, 3.6962], [-0.7279, -1.1792, 3.1086], [-0.3624, -0.8049, 0.4096], [1.5916, -0.0756, 2.8222], [-3.2882, -2.8176, 2.2216], [0.1576, 2.4346, 1.4050], [-0.3238, 3.3290, 1.9850], [-0.8545, 4.3085, 2.6123], [-0.6557, 4.5003, 4.0850], [0.0935, 5.8032, 4.3102], [-0.6367, 6.9767, 3.6511], [-0.8455, 6.7276, 2.1541], [-1.5804, 5.4168, 1.9174], [-0.1270, 3.6360, 4.4799], [-1.6494, 4.5382, 4.5333], [1.1024, 5.7140, 3.8952], [0.1926, 5.9599, 5.3851], [-0.0623, 7.8905, 3.7941], [-1.6056, 7.1266, 4.1372], [0.1218, 6.6989, 1.6431], [-1.4301, 7.5313, 1.7048], [-1.6762, 5.1661, 0.8636], [-2.5770, 5.4464, 2.3599], [-2.0518, -0.6230, -0.7631], [-2.0607, -2.8604, -1.7265], [-3.9056, -2.7723, -2.6459], [-4.9962, -2.3316, -1.8946], [-6.2159, -2.1879, -2.5394], [-6.3257, -2.4746, -3.8961], [-5.2280, -2.9159, -4.6248], [-3.9966, -3.0698, -4.0040], [-1.8716, -3.9259, 0.0352], [-3.1051, -4.0297, 0.8465], [-2.9585, -4.6379, 2.1979], [-1.6128, -5.0963, 2.5954], [-0.5383, -4.8928, 1.8259], [-0.6664, -4.2786, 0.5117], [-0.4209, -2.8325, -2.9923], [0.5861, -3.7920, -2.9224], [1.6565, -3.7004, -3.8031], [1.7010, -2.6774, -4.7424], [0.6833, -1.7302, -4.8083], [-0.3891, -1.8019, -3.9306], [-4.9098, -2.1007, -0.8391], [-7.0805, -1.8526, -1.9813], [-7.2803, -2.3525, -4.3914], [-5.3290, -3.1456, -5.6773], [-3.1435, -3.4258, -4.5684], [-4.0423, -4.1880, 0.3271], [-3.8017, -5.1855, 2.5958], [-1.5271, -5.6420, 3.5274], [0.4367, -5.2406, 2.1409], [0.2304, -4.1511, -0.0791], [0.5333, -4.6216, -2.2307], [2.4443, -4.4422, -3.7693], [2.5227, -2.6313, -5.4466], [0.7188, -0.9436, -5.5525], [-1.1846, -1.0669, -3.9849], [2.6975, -1.6305, 1.3834], [4.5555, -1.4704, 2.3095], [5.6042, -2.3140, 2.0942], [6.7297, -1.9970, 2.9099], [6.4965, -0.9328, 3.7199], [4.9150, -0.3060, 3.5182], [5.5915, -3.1391, 1.3930], [7.6566, -2.5526, 2.9003], [7.1584, -0.4897, 4.4493]]
}



Least stable = 2)



1) {
  "formula": "C3H8N",
  "method": "the ωB97M-V functional and the def2-TZVPD basis",
  "mol_weight_g_mol": 58.10,
  "orbital_gap_ev": 6.96,
  "e_homo_ev": -14.954,
  "total_charge": 1,
  "symbols": ["C", "C", "C", "N", "H", "H", "H", "H", "H", "H", "H", "H"],
  "xyz": [[-1.5624, 0.7082, 0.0036], [-0.5627, -0.3840, -0.2594], [0.6109, -0.6396, 0.4623], [1.7999, -1.0518, -0.2143], [-1.7482, 1.3484, -0.8850], [-2.5158, 0.2383, 0.3884], [-1.1609, 1.3356, 0.8394], [-0.5801, -0.7994, -1.2850], [0.6187, -0.7347, 1.5758], [2.6210, -1.2763, 0.3557], [1.6081, -0.0876, -0.6784], [0.8714, 1.3430, -0.3031]]
}



2) {
  "formula": "C3H8N",
  "method": "the ωB97M-V functional and the def2-TZVPD basis",
  "mol_weight_g_mol": 58.10,
  "orbital_gap_ev": 11.28,
  "e_homo_ev": -15.247,
  "total_charge": 1,
  "smiles": "C=C(C)[NH3+]",
  "symbols": ["C", "C", "C", "N", "H", "H", "H", "H", "H", "H", "H", "H"],
  "xyz": [[0.9572, -0.8376, 0.7210], [0.0944, -0.0454, 0.1070], [-0.8016, 0.9372, 0.8280], [-0.0767, -0.1176, -1.3445], [1.6282, -1.4607, 0.1436], [1.1188, -0.8213, 1.7828], [-0.3862, 1.0470, 1.8248], [-1.8197, 0.5581, 0.7772], [-0.7610, 1.9639, 0.4553], [-0.9998, -0.5380, -1.5540], [-0.0409, 0.7075, -1.9508], [0.5414, -0.8162, -1.7723]]
}



Least stable = 1)



1) {
  "formula": "C2H8N4O2",
  "method": "the ωB97M-V functional and the def2-TZVPD basis",
  "mol_weight_g_mol": 120.11,
  "orbital_gap_ev": 9.86,
  "e_homo_ev": -9.412,
  "smiles": "N=C(N)N.NC(=O)O",
  "symbols": ["N", "C", "N", "N", "H", "H", "H", "H", "H", "N", "C", "O", "O", "H", "H", "H"],
  "xyz": [[-0.6357, -1.2999, -0.9735], [-0.0259, -0.5170, -1.7725], [-0.5825, 0.1901, -2.8242], [1.3556, -0.3002, -1.6777], [-1.5315, -1.5784, -1.3472], [-1.5853, 0.1922, -2.8720], [-0.1560, 1.0892, -2.9966], [1.8090, -0.3602, -2.5811], [1.7642, -0.9458, -1.0229], [-0.3946, 1.3046, 2.3933], [-0.0134, 0.1835, 3.1106], [-0.3742, -0.1135, 4.2069], [0.8884, -0.5852, 2.4578], [-1.1729, 1.7366, 2.8373], [-0.5544, 1.1653, 1.4066], [1.2092, -0.1616, 1.6553]]
}



2) {
  "formula": "C2H8N4O2",
  "method": "the ωB97M-V functional and the def2-TZVPD basis",
  "mol_weight_g_mol": 120.11,
  "orbital_gap_ev": 10.42,
  "e_homo_ev": -10.187,
  "smiles": "NC(N)=O.NC(N)=O",
  "symbols": ["N", "C", "N", "O", "H", "H", "H", "H", "N", "C", "N", "O", "H", "H", "H", "H"],
  "xyz": [[-1.8219, 1.4306, 0.0008], [-1.5413, 1.8303, 1.2754], [-0.2221, 1.8275, 1.6251], [-2.3998, 2.1591, 2.0901], [-1.0553, 1.1640, -0.5829], [-2.7584, 1.4954, -0.3466], [-0.0945, 1.9268, 2.6189], [0.5384, 1.4970, 1.0656], [0.5317, -1.4744, -1.9433], [1.6419, -1.6598, -1.1638], [1.4121, -1.9232, 0.1522], [2.7756, -1.6221, -1.6441], [0.7149, -1.1240, -2.8653], [-0.4007, -1.4244, -1.5799], [0.4906, -2.0271, 0.5327], [2.1886, -2.0757, 0.7650]]
}



3) {
  "formula": "C2H8N4O2",
  "method": "the ωB97M-V functional and the def2-TZVPD basis",
  "mol_weight_g_mol": 120.11,
  "orbital_gap_ev": 9.45,
  "e_homo_ev": -8.715,
  "smiles": "CN(N)/C(=N\\O)NO",
  "symbols": ["C", "N", "N", "C", "N", "O", "N", "O", "H", "H", "H", "H", "H", "H", "H", "H"],
  "xyz": [[-1.1724, 1.5466, 0.4726], [0.0475, 0.8708, 0.1524], [0.8764, 1.5923, -0.7057], [-0.0204, -0.5592, -0.0517], [-1.0343, -1.3632, -0.2396], [-2.3011, -0.7404, -0.0083], [1.3438, -1.0492, -0.3518], [2.3241, -0.5317, 0.5784], [-1.0379, 2.6005, 0.6918], [-1.5748, 1.1182, 1.3478], [-1.8538, 1.5309, -0.3209], [1.8543, 1.3492, -0.4683], [0.5655, 1.2118, -1.6426], [-2.7891, -1.5764, 0.0413], [1.3302, -2.0073, -0.1274], [1.8446, -0.3302, 1.4050]]
}



Least stable = 3)



1) {
  "formula": "C5H7NOS",
  "method": "the ωB97M-V functional and the def2-TZVPD basis",
  "mol_weight_g_mol": 129.18,
  "orbital_gap_ev": 9.47,
  "e_homo_ev": -8.672,
  "smiles": "C1=NSCC[C@H]2O[C@H]12",
  "symbols": ["C", "N", "S", "C", "C", "C", "O", "C", "H", "H", "H", "H", "H", "H", "H"],
  "xyz": [[0.1234, -2.0382, 0.1152], [1.3927, -1.8523, 0.1352], [2.0111, -0.2933, -0.2373], [1.0499, 1.1700, 0.1738], [-0.4510, 1.4195, -0.1941], [-1.0897, 0.1242, 0.3811], [-2.1160, -0.7465, -0.1870], [-0.7349, -1.0045, -0.4602], [-0.2176, -3.0722, 0.3566], [1.2395, 1.4180, 1.2036], [1.6579, 1.9137, -0.2673], [-0.7978, 2.3189, 0.2888], [-0.6503, 1.5825, -1.2789], [-0.9670, -0.1741, 1.4357], [-0.4501, -0.7657, -1.4653]]
}



2) {
  "formula": "C5H7NOS",
  "method": "the ωB97M-V functional and the def2-TZVPD basis",
  "mol_weight_g_mol": 129.18,
  "orbital_gap_ev": 9.12,
  "e_homo_ev": -8.251,
  "smiles": "N[C@H]1[C@H]2OC=CS[C@H]12",
  "symbols": ["N", "C", "C", "O", "C", "C", "S", "C", "H", "H", "H", "H", "H", "H", "H"],
  "xyz": [[-2.4684, 1.3618, -0.0151], [-1.3970, 0.8615, 0.6792], [-0.7807, -0.4998, 0.4709], [-0.6702, -1.4712, -0.5581], [0.7631, -1.8711, -0.6297], [1.7299, -0.9230, -0.2013], [1.5675, 0.8305, 0.2290], [-0.0506, 0.7689, -0.1444], [-3.2552, 0.7453, 0.3132], [-2.4971, 1.1556, -0.9644], [-1.3766, 1.2780, 1.7507], [-0.2297, -0.8526, 1.2778], [0.8635, -2.8929, -1.0942], [2.8206, -1.3231, -0.2354], [-0.3538, 0.8205, -1.1893]]
}



Least stable = 2)



1) {
  "formula": "C7H13N2",
  "method": "the ωB97M-V functional and the def2-TZVPD basis",
  "multiplicity": 3,
  "mol_weight_g_mol": 125.19,
  "orbital_gap_ev": [6.59, 7.20],
  "e_homo_ev": [-10.483, -14.781],
  "total_charge": 1,
  "s2": 2.009,
  "symbols": ["C", "C", "C", "C", "C", "C", "C", "N", "N", "H", "H", "H", "H", "H", "H", "H", "H", "H", "H", "H", "H", "H"],
  "xyz": [[1.1560, -0.4621, -1.4355], [1.4064, 0.7884, -0.5574], [-1.0355, 0.3058, 0.2360], [2.8231, 0.3611, 0.5752], [-0.0289, 1.2630, -0.3305], [-1.9250, 0.5134, 1.4276], [-1.7423, -1.8978, -0.1286], [-0.0464, -0.8888, -1.5686], [-0.9595, -0.7990, -0.3990], [1.8225, -0.4762, -2.3259], [2.7368, -0.0360, 1.6486], [3.4833, 1.1678, 0.5037], [3.1526, -0.4441, -0.0519], [1.9765, 1.0808, -1.4303], [-0.0309, 2.2270, 0.1992], [-0.4390, 1.5762, -1.2843], [-1.2675, 1.2954, 1.7685], [-2.7376, 1.1399, 1.1155], [-2.0481, -0.2368, 2.1814], [-1.3290, -2.8223, 0.2944], [-2.5098, -1.5937, 0.6012], [-2.4576, -2.0619, -1.0393]]
}



2) {
  "formula": "C7H13N2",
  "method": "the ωB97M-V functional and the def2-TZVPD basis",
  "multiplicity": 3,
  "mol_weight_g_mol": 125.19,
  "orbital_gap_ev": [6.40, 7.53],
  "e_homo_ev": [-9.113, -14.175],
  "total_charge": 1,
  "s2": 2.008,
  "symbols": ["C", "C", "C", "C", "C", "C", "C", "N", "N", "H", "H", "H", "H", "H", "H", "H", "H", "H", "H", "H", "H", "H"],
  "xyz": [[-0.3741, -0.0744, 0.0245], [3.4458, 1.8925, 0.2084], [2.4152, 1.8023, -0.3799], [0.7199, -0.6187, -0.2669], [1.6808, -1.3980, -1.0151], [-2.3762, -1.1865, -0.5052], [-2.3868, 1.1909, 0.6596], [0.5619, -0.1787, 1.2199], [-1.6607, 0.0592, -0.0293], [4.2781, 1.7113, 0.8247], [1.0588, 0.6643, 1.4444], [1.6049, 2.1482, -0.9485], [2.2431, -2.2000, -0.4687], [2.4484, -0.7593, -1.4524], [1.1904, -1.9038, -1.9518], [-2.1799, -1.2933, -1.6076], [-1.9266, -2.1839, -0.0626], [-3.4912, -1.1646, -0.3157], [-3.0573, 0.7209, 1.2993], [-1.7532, 1.7810, 1.3529], [-2.9547, 1.8384, 0.0304], [0.5134, -0.8477, 1.9396]]
}



Least stable = 2)